(1)
Below is a structure of composition C21H28ClKN4O10S, with properties calculated with ωB97M-V/def2-TZVPD.

Structure (XYZ):
```
66
Properties=species:S:1:pos:R:3:forces:R:3:mulliken_charge:R:1
N 0.71925 0.99005 1.62793 0.205 0.175 0.250 0.1635
H -3.03167 1.26433 -1.86169 -0.178 -0.172 0.107 0.1896
H 0.84130 2.60367 8.30940 0.026 0.017 -0.024 0.3450
H 2.63695 -1.74353 -3.01426 -0.005 0.004 -0.002 0.3448
H -0.56413 -2.76627 1.69838 0.003 -0.010 0.002 0.2701
H -0.35802 -3.73181 -0.71187 0.003 -0.003 0.037 0.3205
N -3.36345 -0.53179 -4.21925 0.013 0.206 -0.099 -0.1199
H -0.55660 0.35993 7.41405 -0.028 -0.047 -0.047 0.3655
Cl -2.72497 -1.66354 -0.66940 0.087 -0.039 0.091 1.8057
H 2.74661 -1.54330 1.24823 0.025 -0.041 0.012 0.2327
C 0.67686 1.81090 3.88767 0.143 0.069 -0.222 0.1717
H 4.63916 -0.70778 -0.06284 -0.020 0.020 0.016 0.3710
H -4.35317 1.49984 -3.04734 -0.022 -0.013 0.053 0.4410
O -2.76236 -2.99326 -0.12979 -0.077 -0.234 0.080 -0.7527
H 1.04086 -3.88198 -3.89102 0.026 0.003 0.017 0.5057
C 0.27623 3.39670 -1.66330 0.113 0.256 0.181 0.3409
C 0.56839 -3.17128 -0.75799 0.006 -0.005 -0.083 -0.4938
H 3.69115 0.35762 -1.14032 -0.018 -0.008 0.001 0.1662
C 1.15394 -2.71624 0.41844 0.005 -0.002 0.050 0.7128
O 2.63419 3.83801 -1.82532 0.007 -0.098 -0.007 -0.7758
O -2.27778 -0.73855 0.34456 -0.050 0.145 0.176 -0.6657
N -2.42590 1.52143 -3.86819 0.035 0.048 0.002 -0.0773
N 0.76589 2.22570 6.27876 -0.062 -0.001 -0.077 -0.2015
K -0.15106 0.44024 -1.12703 0.085 -0.169 -0.046 0.8749
H -0.78159 2.58127 7.57875 0.001 0.006 0.013 0.2879
H 1.76064 2.32603 6.18144 0.021 -0.015 0.005 0.2809
H 0.95333 -2.42755 2.54402 0.007 0.003 -0.016 0.3215
C 2.85880 -1.59471 -0.89210 0.088 0.067 0.038 1.0491
H 2.07958 3.39504 4.34699 0.001 0.006 0.009 0.4498
O 0.02455 4.36569 -0.93295 -0.034 -0.113 0.024 -0.7348
C 0.39837 -3.25304 -3.26915 -0.047 0.008 -0.037 -1.7349
C -2.42810 0.39240 -4.58580 -0.149 -0.352 0.252 0.2758
C 1.09274 -2.83584 -2.00113 0.030 -0.012 0.039 0.8678
C 1.74644 1.81237 1.38524 -0.093 -0.067 -0.026 -0.0076
H 3.04400 3.37020 2.03978 -0.003 0.013 0.045 0.4925
H 0.11970 -2.37922 -3.86313 0.001 -0.004 -0.004 0.2330
O -4.03035 -1.28505 -1.14588 -0.294 0.068 -0.072 -0.7429
H -0.51723 -3.80084 -3.04756 0.014 -0.005 0.010 0.2942
H -0.62647 0.33406 3.03801 -0.001 0.021 0.033 0.5353
C 0.49859 -3.01194 1.74205 0.011 0.020 0.040 -1.6392
O 2.04199 1.69517 -1.61846 -0.274 -0.181 0.047 -0.6333
H -1.55615 2.05127 -3.80202 -0.019 0.003 -0.119 0.3237
H -3.08181 -1.80958 -5.82401 -0.035 0.011 -0.025 0.3978
C 0.19666 2.09650 7.59452 -0.031 -0.024 0.024 -0.4177
H -3.29095 2.84207 -2.54547 0.012 0.001 -0.049 0.2527
S -1.35045 0.14462 -5.85896 0.122 0.007 -0.145 -0.4928
H -4.45928 -2.21484 -4.76416 0.001 0.027 0.018 0.3098
C -3.42914 -1.85391 -4.79587 0.050 -0.081 0.022 -0.8907
O -1.03395 1.18383 5.42877 0.007 0.025 -0.067 -0.7141
C 0.05374 1.70491 5.22099 -0.056 -0.017 0.344 0.5093
C 4.04045 -0.66772 -0.97562 0.053 -0.040 -0.020 -1.6591
C 0.20686 1.00431 2.85660 -0.175 -0.189 -0.107 -0.5683
H 4.68490 -0.93073 -1.81721 0.001 -0.016 0.003 0.4477
H -2.79525 -2.55844 -4.24877 0.020 0.027 -0.001 0.1697
H -3.65879 -0.49024 -3.25252 -0.024 -0.023 0.003 0.1047
C -3.33611 1.78007 -2.77274 0.147 0.166 0.068 -0.8310
O -1.79224 -1.60987 -1.77190 -0.007 -0.046 -0.357 -0.4880
O 0.06906 0.76164 8.03228 0.037 0.044 0.025 -0.5723
C 2.30826 -1.94476 0.33957 -0.111 0.107 -0.093 -0.3746
H 0.58348 -4.06962 2.00631 0.000 -0.005 -0.023 0.3836
C 2.25662 2.69088 2.33598 0.101 0.047 -0.115 -1.3502
C 1.78775 2.93846 -1.72572 0.272 0.594 -0.203 0.5992
C 1.72050 2.69399 3.60284 -0.082 -0.070 0.019 -0.2439
C 2.24011 -2.04942 -2.05123 -0.012 0.010 0.001 -0.5855
O -0.57345 2.71984 -2.32560 0.131 -0.133 -0.065 -0.8316
H 2.15251 1.78362 0.37601 -0.004 0.010 -0.005 0.3918
```
Positions in Å, forces in eV/Å.

Calculated values
- E_tot: -3246.755888 Eh
- Frontier orbital gap: 5.6 eV
- Charge: -2
- E_HOMO: -1.88 eV
- Relative energy (zero: lowest compared OMol25 entry of this formula, charge and spin): 1.1791 eV
- LUMO energy: 0.13623 hartree

(2)
Below is a structure of composition C21H28CrN3O2, with properties calculated with ωB97M-V/def2-TZVPD.

Structure (XYZ):
```
55
Properties=species:S:1:pos:R:3:forces:R:3:mulliken_spin:R:1
H 2.25121 0.21922 -0.40102 0.348 -0.213 0.543 -0.0161
H 2.21362 -0.28080 -3.16638 -0.100 0.040 0.180 0.0010
H 0.30861 -1.17287 0.03190 0.713 -0.058 -0.002 0.0171
Cr -0.95707 1.24987 1.25923 0.759 0.356 0.459 3.6125
C -1.55158 3.31529 0.70663 1.092 0.871 0.284 -0.0718
H 1.91468 -1.75158 -2.15475 -0.061 0.759 0.126 0.0012
H -3.39447 1.21416 3.37419 0.372 -0.209 -0.634 0.0034
H -1.52889 -1.80892 0.81017 -0.012 0.707 0.242 0.0126
H 3.47015 -3.50738 0.36016 -0.208 0.091 -0.173 -0.0004
H 3.99478 -1.61583 1.40575 -0.040 0.505 -0.479 0.0001
H -1.14103 -2.31366 -1.73152 -0.109 -0.027 -0.246 0.0010
C -0.55820 2.74714 -0.17077 0.983 0.866 0.592 0.0031
H 1.64122 2.34434 0.21937 -0.286 -0.189 0.152 0.0056
O 1.72320 -2.62929 -0.40681 1.451 0.613 0.511 0.0019
H 1.00157 -1.38373 -4.91778 -0.216 -0.197 0.017 0.0000
C 0.66372 2.60097 0.61344 -0.554 1.726 -0.208 0.1532
N 0.56672 0.57086 5.18950 0.216 0.022 1.970 0.0079
H 1.10789 -1.91201 1.42478 0.009 0.138 -0.138 -0.0002
H -3.81926 1.93362 0.78888 0.676 -0.381 0.249 -0.0084
C -2.49257 0.17137 0.27303 -0.650 -0.801 0.530 -0.0499
H -0.66810 2.47729 -1.22298 -0.006 0.165 0.416 -0.0023
H -0.28121 0.73737 -4.55447 -0.191 -0.055 0.063 0.0003
C -2.97124 0.72375 2.48311 -1.041 -0.521 -0.064 0.1004
H 4.48211 -0.88876 -0.17669 -0.230 -0.061 0.275 0.0003
H -1.16806 -0.62854 -5.26675 -0.030 0.145 0.238 0.0000
H -2.12956 -1.17234 3.35224 0.325 0.647 -0.451 0.0101
C 3.65333 -1.33669 0.38933 -0.262 -0.404 0.060 0.0032
C 3.17296 -2.65520 -0.27092 -0.219 -0.386 -0.120 0.0002
C 2.38190 -0.45552 0.46754 -0.094 -0.604 -0.378 0.0310
H -2.41432 -1.29675 -2.46326 0.043 -0.320 0.114 -0.0006
C 1.46996 -1.00621 -2.81857 1.495 0.090 0.897 -0.0021
H -1.44298 3.99866 2.85894 0.060 -0.350 -0.222 0.0052
C 0.73838 -1.72819 -3.91691 -0.388 0.601 0.597 -0.0008
N 0.18806 0.55258 2.78128 1.171 -0.750 3.350 -0.0159
H -1.77750 -2.70856 -3.36755 -0.030 0.207 0.193 0.0000
C -3.15895 1.12516 1.13026 -0.950 -0.898 -0.093 -0.0514
C -1.52038 -1.89674 -2.67170 -0.199 0.158 -0.058 0.0050
C -2.26823 -0.51061 2.48506 -0.754 -0.644 -0.629 0.0327
H 3.61728 -2.82705 -1.26499 -0.227 0.121 0.165 0.0004
H 1.14175 3.23173 2.71907 -0.311 -0.448 -0.057 -0.0042
H -2.54079 3.65812 0.41574 0.266 -0.340 0.098 -0.0119
O 0.30445 -0.33616 -2.19992 0.544 -1.222 -2.316 -0.0309
H -2.43284 0.17220 -0.82498 -0.141 0.090 0.727 0.0311
H -1.97573 0.36417 -4.04348 0.148 0.300 -0.034 -0.0001
C 0.00489 1.34360 6.09421 -1.220 1.543 1.803 0.0002
C 0.30193 0.61104 3.96001 -0.016 -0.260 -3.466 0.0628
N -0.47426 2.00348 6.95698 1.217 -1.585 -1.972 0.0004
C -1.01021 -0.05224 -4.34302 -0.444 0.122 0.221 -0.0010
C -1.93600 -0.84490 1.14488 -1.469 -0.540 -0.110 0.1230
H 0.73356 -2.81631 -3.84170 0.006 0.131 0.003 0.0003
C 0.39403 3.08939 1.94322 -0.411 0.385 -1.622 -0.0779
C -0.47020 -0.99540 -3.28154 -0.529 -0.381 -0.668 0.0046
C 1.28261 -1.52311 0.40672 -0.799 -0.202 0.884 -0.0037
H 2.32600 0.08488 1.42508 -0.095 0.015 -0.601 -0.0082
C -0.96697 3.51509 2.00777 0.400 0.628 -1.217 0.1261
```
Positions in Å, forces in eV/Å.

Calculated values
- Spin multiplicity: 5
- E_tot: -2176.109929 Eh
- Frontier orbital gap (spin up / spin down): 5.1 / 6.9 eV
- Charge: -1
- E_HOMO (spin up / spin down): -2.58 / -4.38 eV
- Relative energy (zero: lowest compared OMol25 entry of this formula, charge and spin): 0.5119 eV
- LUMO energy (spin up / spin down): 0.09287 / 0.09273 hartree

(3)
Below is a cluster of 5 separate species, C21H28F2O3 in total, with properties calculated with ωB97M-V/def2-TZVPD.

Structure (XYZ):
```
54
Properties=species:S:1:pos:R:3:forces:R:3:mulliken_charge:R:1
H 1.76279 7.18171 0.91314 -0.016 0.033 -0.077 0.3389
H -1.50246 -4.60866 2.90153 0.127 -0.014 0.070 0.3624
H 0.23411 0.32590 -0.49736 -0.087 0.118 -0.036 0.4237
H -1.52508 1.96515 -1.93675 -0.112 -0.058 -0.066 0.2525
C -0.86803 -0.60047 2.55629 0.021 -0.140 0.122 -0.5788
C -0.23434 -6.93380 0.12598 -0.188 0.171 0.331 0.2964
H -2.87613 3.15200 -1.85939 -0.068 -0.085 -0.007 0.2883
H 1.11258 3.76609 -1.33815 -0.074 -0.044 0.092 0.2507
O 0.88294 6.33764 3.09313 0.059 0.075 0.153 -0.5613
H 1.57821 -5.80439 0.16873 -0.022 -0.119 0.034 0.4716
C -1.39185 0.60971 3.00013 -0.081 -0.602 0.018 -0.3963
C -1.51026 -7.11815 0.63149 0.119 -0.105 -0.225 -0.4601
H 0.90488 4.59165 -2.87628 0.009 0.022 0.119 0.4045
H 0.68924 2.84617 -2.80532 0.003 -0.063 0.133 0.3076
O 3.51268 -2.45325 -4.15780 0.021 0.014 0.047 -0.5630
H -2.92371 -6.40504 2.07130 -0.046 0.006 -0.128 0.3594
H 3.87661 -3.37213 -1.46108 -0.064 -0.080 0.081 0.2863
H -1.72460 2.67253 2.53104 -0.024 -0.029 0.050 0.3096
H -0.87555 4.56894 1.31387 -0.069 -0.147 0.161 -0.3975
C 0.16299 -5.11439 1.63028 -0.111 0.116 -0.194 -0.3064
C -0.93642 4.03214 -1.98393 -0.164 -0.195 -0.099 0.8276
H -1.78742 6.01684 1.52904 -0.036 0.053 0.155 0.3511
H -2.14599 -7.89693 0.23177 0.055 -0.032 0.024 0.4154
H 1.01689 5.81775 0.05035 -0.130 -0.046 -0.050 -0.0072
C 1.61899 -1.88162 -2.85019 -0.086 0.309 0.044 -0.7380
C 0.29055 6.16200 2.05826 -0.061 -0.151 -0.415 0.7093
C -1.01639 5.40494 2.00163 0.230 0.232 -0.294 -0.2814
H -2.01172 2.85871 -3.38788 -0.001 -0.096 -0.008 0.3940
C -1.91296 2.91677 -2.30152 0.288 0.318 0.124 -1.1274
H 2.34873 -4.24432 -1.73720 -0.064 0.190 0.077 0.1681
O -1.31451 5.09848 -1.56184 0.039 0.075 0.164 -0.5372
F 0.19343 -1.83218 0.84962 0.011 -0.045 0.044 -0.1844
H 0.76497 -2.41480 -3.27520 -0.058 -0.004 0.102 0.3209
C -1.32312 1.72592 2.19795 0.016 0.426 -0.306 -0.6441
H -0.88122 -1.47942 3.18828 -0.054 -0.022 -0.089 0.4125
C 3.21570 -3.79603 -2.22161 0.091 -0.217 -0.096 -0.8347
C 0.52807 3.77413 -2.25747 0.075 0.080 -0.467 -0.9951
C -0.24305 0.43913 0.46841 0.237 -0.094 -0.022 -0.6522
C 2.85362 -2.68259 -3.17208 -0.039 -0.045 -0.088 0.5727
H 0.82734 -4.34078 1.98933 -0.065 0.046 0.065 0.3431
H -1.89550 0.62254 3.95698 0.121 0.198 0.075 0.3737
C -1.94169 -6.27223 1.63554 0.044 0.233 0.350 -0.3203
H -1.29733 5.08902 3.00095 -0.110 -0.089 -0.032 0.3441
F 0.21450 -7.75720 -0.83791 0.011 0.021 -0.117 -0.3122
H 1.45564 -1.75911 -1.77841 0.002 -0.198 0.007 0.1009
C -1.11523 -5.26714 2.13524 -0.313 -0.145 0.029 -0.5163
C -0.73574 1.64392 0.93842 -0.179 0.034 0.042 0.3737
C 0.83172 6.65057 0.72602 0.116 0.198 0.496 -0.7750
H -0.69736 2.52446 0.30929 0.057 -0.017 0.036 -0.0830
H 3.75273 -4.57903 -2.75352 0.118 0.102 -0.021 0.3804
H 0.10412 7.31543 0.25957 0.014 -0.068 -0.119 0.3151
H 1.67142 -0.89699 -3.31248 0.048 -0.073 -0.119 0.3116
C -0.31182 -0.66326 1.29705 -0.008 0.119 0.078 0.5456
C 0.59402 -5.93632 0.60274 0.399 -0.164 -0.244 -0.3399
```
Positions in Å, forces in eV/Å.

Calculated values
- E_tot: -1242.428842 Eh
- Frontier orbital gap: 9.9 eV
- E_HOMO: -9.45 eV
- LUMO energy: 0.01520 hartree

(4)
Below is a structure of composition C21H28F3IrN3O6SSi, with properties calculated with ωB97M-V/def2-TZVPD.

Structure (XYZ):
```
64
Properties=species:S:1:pos:R:3:forces:R:3:mulliken_spin:R:1
C -4.23219 3.69846 -2.73775 -0.012 0.042 0.027 0.0014
O -0.40477 -3.86437 0.88044 0.018 -0.037 0.023 0.0513
H -2.69917 4.98828 0.55225 0.002 0.004 -0.009 -0.0009
O -1.74829 1.28092 -0.35632 -0.143 -0.183 0.037 0.1039
H 2.15226 -1.78489 -1.13967 -0.034 -0.016 -0.116 0.0219
H -4.08302 6.50209 -0.83819 0.005 0.000 -0.002 0.0001
F -1.35727 -1.78157 3.94569 0.009 -0.027 0.044 0.0184
C -4.45682 4.99713 -2.33537 0.003 0.000 -0.011 -0.0004
N -1.68402 2.90077 1.27499 0.062 -0.229 -0.050 0.0052
C 1.49923 0.16291 5.53321 -0.001 0.007 0.014 -0.0045
Ir -0.01178 0.32286 0.65130 -0.068 0.705 0.048 3.0263
H -1.04008 -1.05088 -2.02372 -0.003 0.046 -0.009 0.0013
H -5.06408 5.64629 -2.95374 -0.002 -0.002 0.008 0.0000
S -0.17177 -2.60199 1.53937 -0.227 0.087 0.104 0.3388
C -2.06124 2.44904 0.09150 0.008 0.091 -0.071 0.0319
H 0.66487 -2.75062 -1.15223 -0.011 -0.058 0.072 -0.0013
C 1.58071 -2.54023 -0.59481 0.071 0.086 0.142 0.0035
H 2.14604 0.14706 -4.50166 0.026 -0.002 -0.017 0.0003
C 3.91116 -3.44320 -0.33882 0.007 0.001 0.039 0.0008
H -0.75343 2.53289 -2.82960 0.038 0.006 -0.023 -0.0001
H -1.22307 2.72279 3.74072 0.029 0.013 0.004 0.0028
C -3.90610 5.48153 -1.14837 0.010 -0.010 0.000 0.0006
C 2.42878 -3.79899 -0.40542 0.030 0.041 -0.017 -0.0049
H 3.14412 0.87469 -3.24001 -0.017 -0.006 -0.008 -0.0002
H 0.26939 2.28887 -4.24869 -0.032 0.030 -0.005 -0.0003
H 2.33850 -4.35673 -2.50065 0.001 -0.001 0.004 0.0000
H 4.11211 -2.72627 0.46066 -0.015 0.006 -0.008 0.0003
C -1.07053 -2.95552 3.37176 0.074 0.023 -0.274 0.3864
H -0.10962 -1.55462 -3.42760 0.007 0.020 -0.003 0.0019
H 0.93412 3.05913 -2.80237 0.021 -0.034 -0.009 0.0003
H -2.64712 1.14162 -1.81665 -0.053 -0.035 0.088 -0.0090
O 1.03683 0.71998 -0.89548 0.388 -0.262 -0.343 0.3260
C 0.25747 2.27798 -3.15574 -0.096 0.079 0.038 0.0100
H 4.24080 -2.99398 -1.27988 0.000 -0.010 -0.003 -0.0011
O -1.12903 -1.50730 1.10470 0.157 -0.162 0.185 0.1279
C 0.25955 1.05553 3.70313 -0.045 0.108 -0.124 0.0559
O -3.26433 1.59553 -2.42367 -0.021 0.068 -0.071 -0.0013
C -0.53701 -0.68469 -2.92389 -0.055 -0.083 0.110 0.0070
N 0.83938 0.19753 2.84795 0.004 -0.111 0.072 0.0805
H 2.87618 -1.39640 4.96840 -0.003 0.002 0.002 0.0005
H 1.74509 0.13889 6.58639 0.000 -0.003 -0.002 -0.0001
Si 0.77516 0.59795 -2.54553 0.000 0.128 -0.002 0.0261
F -2.16778 -3.69255 3.30419 -0.050 0.019 0.027 0.0359
C 2.35453 0.14364 -3.42824 0.125 0.009 0.092 0.0103
C -0.68626 2.01183 3.12066 0.154 -0.033 0.069 0.0542
H 2.76947 -5.68472 -1.42549 -0.006 0.003 0.009 -0.0001
O 1.25832 -1.89654 0.65008 -0.015 -0.222 -0.194 0.1743
H 2.21807 -1.29272 2.56817 -0.004 -0.008 -0.008 0.0007
H 2.13468 -4.24668 0.54575 -0.056 -0.041 -0.015 0.0006
C -3.44843 2.84628 -1.95813 0.018 -0.086 -0.098 0.0027
H 0.05367 1.75530 5.71235 0.012 0.005 -0.002 0.0009
C 1.76769 -0.64139 3.30415 -0.051 0.020 0.031 -0.0188
H -1.30368 -0.26173 -3.57677 -0.006 -0.006 -0.011 0.0006
C 0.55779 1.05995 5.05510 -0.003 -0.017 0.026 0.0160
H 2.74103 -0.84444 -3.17303 -0.038 -0.005 0.027 -0.0020
N -0.84912 2.00103 1.85537 -0.189 -0.008 0.074 0.0838
C 2.12576 -0.69057 4.64285 0.014 0.004 -0.007 0.0117
C -2.89364 3.31803 -0.75824 0.011 0.015 0.057 0.0100
C 2.13939 -4.79893 -1.51951 0.032 0.044 -0.030 0.0017
H 4.52392 -4.32817 -0.15908 -0.006 0.002 0.010 -0.0001
H -4.64764 3.30929 -3.65751 0.003 -0.003 0.005 -0.0002
C -3.13400 4.64305 -0.37546 -0.055 0.001 0.027 -0.0004
H 1.09556 -5.11337 -1.49267 -0.001 0.001 -0.004 0.0004
F -0.16633 -3.58508 4.12879 -0.022 -0.017 0.032 0.0105
```
Positions in Å, forces in eV/Å.

Calculated values
- Spin multiplicity: 6
- E_tot: -2524.237765 Eh
- Frontier orbital gap (spin up / spin down): 7.0 / 6.5 eV
- E_HOMO (spin up / spin down): -8.07 / -8.43 eV
- Relative energy (zero: lowest compared OMol25 entry of this formula, charge and spin): 0.0000 eV
- LUMO energy (spin up / spin down): -0.04008 / -0.06971 hartree